{
  "formula": "C3H5N2O",
  "method": "ωB97M-V with the def2-TZVPD basis set",
  "largest_force_ev_per_a": 2.65,
  "homo_ev": [-2.058, -2.058],
  "multiplicity": 1,
  "e_above_lowest_ev": 2.631,
  "orbital_gap_ev": [6.5, 6.5],
  "charge": -1,
  "e_lumo_ev": [4.48, 4.48],
  "species": ["C", "C", "C", "N", "N", "O", "H", "H", "H", "H", "H"],
  "coordinates": [[0.882642, 0.946343, -0.021372], [-1.001678, 0.130204, -1.209981], [0.750414, -0.615084, 0.169392], [0.895645, 1.649520, 1.055476], [-0.703734, -0.648227, -0.227219], [-1.584946, -1.231935, 0.521123], [-2.043707, 0.333772, -1.378241], [-0.139098, 0.672557, -1.592217], [1.342205, -1.351307, -0.373850], [0.778307, -0.926349, 1.192274], [0.823950, 1.040506, 1.864614]],
  "atomic_forces_ev_per_a": [[2.52, 0.73, 0.34], [-0.17, -0.35, -0.62], [-1.72, 0.51, -0.33], [-0.13, 0.00, -0.68], [-0.29, -0.75, 0.43], [0.58, -0.06, -0.06], [-0.24, -0.07, -0.09], [-0.45, 0.04, -0.41], [0.07, 0.50, -0.59], [-0.18, -0.15, 1.07], [0.00, -0.38, 0.94]]
}

{
  "formula": "C4H12N4",
  "method": "ωB97M-V with the def2-TZVPD basis set",
  "largest_force_ev_per_a": 2.21,
  "homo_ev": -8.414,
  "multiplicity": 1,
  "smiles": "CCN(N)/C(C)=N\\N",
  "e_above_lowest_ev": 2.489,
  "orbital_gap_ev": 9.5,
  "charge": 0,
  "e_lumo_ev": 1.08,
  "species": ["C", "C", "N", "N", "C", "C", "N", "N", "H", "H", "H", "H", "H", "H", "H", "H", "H", "H", "H", "H"],
  "coordinates": [[-0.844170, 0.635491, 1.877707], [-0.285401, -0.678185, 1.321930], [-0.182142, -0.690517, -0.122278], [0.132581, -1.998413, -0.589691], [0.439757, 0.418676, -0.872490], [1.962244, 0.280888, -0.840689], [-0.213534, 1.347302, -1.442015], [-1.600597, 1.456278, -1.222451], [-0.269082, 1.502303, 1.539969], [-0.925051, 0.626811, 2.952159], [-1.870075, 0.791719, 1.537221], [-0.998190, -1.468366, 1.533091], [0.669937, -0.907994, 1.773827], [1.088290, -2.251275, -0.390791], [-0.120479, -2.058934, -1.578851], [2.303672, 0.462490, 0.138248], [2.273460, -0.727730, -1.093887], [2.412513, 1.027950, -1.493060], [-1.913168, 0.506461, -0.943077], [-2.060565, 1.725047, -2.084870]],
  "atomic_forces_ev_per_a": [[-0.25, 0.01, -0.80], [-0.72, 0.65, -0.12], [-1.03, 0.72, -1.24], [-0.81, 0.57, -0.07], [0.49, -1.55, 1.28], [-1.16, 0.84, -1.69], [0.15, 0.29, 0.10], [0.65, -1.62, 0.24], [0.03, -0.07, 0.19], [0.40, -0.10, 0.44], [0.09, -0.04, -0.23], [0.14, -0.29, 0.32], [0.51, -0.19, 0.40], [0.39, -0.08, -0.34], [0.44, -0.10, 0.55], [0.36, 0.32, 1.43], [0.04, 0.05, -0.32], [0.15, -0.21, -0.10], [-0.20, 0.68, -0.06], [0.31, 0.11, 0.00]]
}

{
  "formula": "C16H16Br2IIrN2O3",
  "method": "ωB97M-V with the def2-TZVPD basis set",
  "largest_force_ev_per_a": 0.66,
  "homo_ev": -13.249,
  "multiplicity": 1,
  "e_above_lowest_ev": 0.000,
  "orbital_gap_ev": 6.1,
  "charge": 2,
  "e_lumo_ev": -7.19,
  "species": ["Ir", "C", "C", "O", "N", "C", "C", "C", "C", "C", "C", "N", "H", "H", "H", "H", "H", "H", "H", "H", "H", "H", "Br", "C", "Br", "H", "H", "I", "C", "C", "C", "C", "C", "C", "C", "O", "O", "H", "H", "H", "H"],
  "coordinates": [[0.644392, 0.923144, 0.669051], [1.882713, 1.793635, -3.407700], [1.486036, 0.896500, -2.284487], [0.986799, 1.447504, -1.259792], [1.668979, -0.404174, -2.390200], [1.217770, -1.390572, -1.413471], [2.119056, -1.526822, -0.210559], [2.936770, -2.637045, -0.098899], [3.726203, -2.816017, 1.026414], [3.666940, -1.866060, 2.029647], [2.841626, -0.775311, 1.858131], [2.091292, -0.585572, 0.759865], [1.111852, 2.549866, -3.541650], [2.031756, 1.248164, -4.336439], [2.809086, 2.303737, -3.138525], [2.113369, -0.737119, -3.232909], [1.175912, -2.347019, -1.927662], [0.199992, -1.154560, -1.108275], [2.937887, -3.369547, -0.894247], [4.361714, -3.686196, 1.119756], [4.241719, -1.959445, 2.939644], [2.767438, -0.019371, 2.624979], [2.603907, 2.507820, 1.276032], [1.642496, 2.921948, 2.930226], [0.259098, 1.558978, 3.185481], [1.160559, 3.884567, 2.813987], [2.339687, 2.873496, 3.757609], [-7.871184, -0.825235, -0.224992], [-5.859591, -0.372963, -0.021546], [-4.950852, -1.389701, 0.271772], [-3.610953, -1.091122, 0.404606], [-3.177696, 0.229041, 0.248882], [-4.091653, 1.247268, -0.040942], [-5.430190, 0.944584, -0.178333], [-1.781505, 0.555074, 0.389986], [-0.875219, -0.361337, 0.631290], [-1.287535, 1.720438, 0.303758], [-5.297222, -2.405959, 0.395213], [-2.901268, -1.874639, 0.634555], [-3.746301, 2.265992, -0.155897], [-6.143876, 1.724029, -0.404360]],
  "atomic_forces_ev_per_a": [[0.32, -0.21, 0.16], [0.01, -0.03, 0.00], [-0.04, 0.04, 0.02], [-0.11, -0.48, -0.05], [0.07, 0.00, 0.02], [-0.07, 0.03, -0.02], [0.07, -0.05, 0.00], [0.00, 0.02, 0.02], [-0.01, 0.00, -0.01], [0.01, 0.01, 0.00], [0.03, 0.10, -0.03], [-0.21, 0.04, 0.27], [0.00, 0.00, 0.00], [0.01, 0.00, 0.00], [-0.01, 0.01, 0.00], [-0.04, -0.01, -0.01], [0.03, -0.01, 0.01], [0.01, -0.02, -0.01], [0.01, -0.01, 0.01], [0.00, 0.00, 0.00], [0.00, -0.01, 0.00], [0.01, -0.01, 0.01], [-0.51, 0.40, 0.12], [0.01, -0.10, -0.07], [0.37, -0.31, -0.36], [-0.02, -0.01, -0.01], [-0.02, 0.03, 0.02], [0.03, 0.00, 0.00], [-0.01, 0.01, 0.00], [-0.02, -0.01, 0.00], [0.01, 0.00, 0.00], [-0.04, 0.07, -0.01], [0.02, -0.01, 0.02], [-0.02, -0.01, 0.00], [-0.06, -0.13, 0.00], [-0.18, 0.20, -0.40], [0.35, 0.41, 0.30], [0.00, 0.00, 0.00], [0.00, 0.00, 0.00], [0.00, 0.00, 0.00], [0.00, 0.00, 0.00]]
}

Question: Which value of multiplicity does entry 3 give?
Answer: 1